Entry 1:
Below is 2 unconnected molecules or ions with the total composition C3H10N3O2 in a non-equilibrium geometry, with properties calculated with ωB97M-V/def2-TZVPD.

Each line ends with the Mulliken charge.
Cartesian coordinates (Å):
C -0.57700 -0.70595 -1.14090  -0.77
C 0.28547 -0.93305 1.16806  -0.93
C 1.66150 -0.04799 -0.70005  -0.78
N -0.17783 1.20302 0.05043  -0.96
N -1.87112 1.52019 0.92489  1.09
N 0.38646 -0.08887 -0.03606  0.41
O -2.41338 0.50294 0.91099  -0.37
O -1.98273 2.65350 1.07640  -0.38
H -0.83662 0.09637 -1.93710  0.29
H -0.02328 -1.51621 -1.63197  0.40
H -1.46592 -1.14884 -0.67837  0.39
H 0.57743 -0.33906 2.02377  0.34
H -0.70978 -1.28742 1.29582  0.41
H 0.90405 -1.78785 0.95478  0.43
H 2.50685 0.36003 -0.15415  0.38
H 1.77836 -0.98243 -1.40763  0.24
H 1.53822 0.72073 -1.37346  0.50
H 0.41931 1.78089 0.65455  0.31

E_HOMO (spin up / spin down) ... -14.63 / -14.63 eV
Total energy ... -11824.6992 eV
Frontier orbital gap (spin up / spin down) ... 9.71 / 9.71 eV
LUMO level (spin up / spin down) ... -0.1807 / -0.1808 Ha
Relative energy (zero: lowest compared OMol25 entry of this formula, charge and spin) ... 219.91 kcal per mole
Net charge ... +1

---

Entry 2:
Below is 2 unconnected molecules or ions with the total composition C6H13NO in a non-equilibrium geometry, with properties calculated with ωB97M-V/def2-TZVPD.

Each line ends with the Mulliken charge.
Cartesian coordinates (Å):
C -0.90759 0.07930 -2.84925  -1.01
N -1.02889 -0.36408 -1.46758  -0.15
C -0.09817 -0.11560 -0.44917  -0.49
C -0.43282 -0.18037 0.81683  -0.46
C 0.77106 -0.10456 1.66532  0.05
C 1.62033 0.89488 1.48043  -0.45
C 3.10918 0.90322 1.96400  -1.01
H -0.82851 1.14214 -3.10702  0.32
H -1.62479 -0.42144 -3.64158  0.28
H -0.02141 -0.30132 -3.18537  0.39
H -1.93378 -0.48804 -1.03653  0.28
H 0.74308 0.39276 -0.79182  0.43
H -1.20012 -0.72773 1.27464  0.28
H 0.95578 -0.95105 2.38582  0.27
H 1.36063 1.56314 0.69847  0.51
H 3.25462 0.52634 3.00460  0.29
H 3.51087 0.35751 1.07215  0.21
H 3.57452 1.88334 2.04975  0.31
H -4.00596 -1.72751 -0.62485  0.29
H -3.52871 -1.17615 0.85827  0.31
O -3.28931 -1.18478 -0.11710  -0.66

E_HOMO ... -7.08 eV
Total energy ... -9967.3151 eV
Frontier orbital gap ... 7.55 eV
SMILES ... C/C=C/C=C/NC.O
LUMO level ... 0.0172 Ha
Relative energy (zero: lowest compared OMol25 entry of this formula, charge and spin) ... 89.00 kcal per mole

---

Entry 3:
Below is 12 unconnected molecules or ions with the total composition C39H109N17O15 in a non-equilibrium geometry, with properties calculated with ωB97M-V/def2-TZVPD.

Each line ends with the Mulliken charge.
Cartesian coordinates (Å):
C -14.20754 0.69474 -14.14817  0.52
O -15.21559 1.02178 -14.74214  -0.69
N -13.96311 0.97909 -12.90682  -0.24
N -13.22648 -0.06597 -14.59027  -0.41
H -13.04452 0.67739 -12.61483  0.27
H -14.59904 1.64956 -12.49920  -0.08
H -13.29084 -0.33261 -15.56230  0.29
H -12.46388 -0.28828 -13.96648  0.11
C -22.21454 3.88748 -17.28419  0.43
O -22.43898 3.37178 -16.21195  -0.81
N -21.94338 5.12887 -17.57034  0.09
N -22.22143 3.26073 -18.38232  -0.21
H -21.81017 5.46198 -18.51447  0.25
H -21.74379 5.82613 -16.86742  -0.19
H -22.35661 2.26223 -18.31289  0.39
H -22.27079 3.70945 -19.28582  0.17
C -21.06396 1.47134 -13.54607  -0.17
O -19.93295 1.66555 -13.99869  -0.47
N -22.12486 1.81423 -14.12071  -0.19
N -21.26319 0.79838 -12.42674  -0.31
H -21.98670 2.36610 -14.95525  -0.02
H -23.00447 1.37617 -13.88729  0.26
H -22.22511 0.61707 -12.17786  0.14
H -20.49508 0.49683 -11.84436  0.28
C -17.77255 2.89932 -16.55174  -0.05
O -16.93828 3.18946 -17.38412  -0.47
N -17.61322 2.15547 -15.49891  1.45
N -18.98370 3.34138 -16.52186  1.41
H -16.66163 1.90786 -15.26810  -0.67
H -18.44360 2.03400 -14.93695  0.39
H -19.60982 2.97235 -15.82051  -1.05
H -19.31806 3.90970 -17.28694  -0.13
C -13.53345 3.49660 -18.11780  0.25
O -12.38334 3.85401 -18.33144  -0.80
N -14.55819 4.12725 -18.46286  0.00
N -13.78734 2.48746 -17.41107  0.22
H -15.48153 3.82983 -18.18164  0.55
H -14.37375 5.03059 -18.87524  0.17
H -14.77107 2.38257 -17.20768  -0.25
H -13.13816 1.82165 -17.01689  0.03
C -22.01863 11.21250 -20.17903  -0.79
O -20.78198 10.58674 -20.26145  -0.21
C -20.46718 10.16472 -21.53283  -0.73
C -19.16616 9.31586 -21.55736  -0.74
N -19.19339 8.30426 -20.48983  -0.26
C -17.89623 7.63364 -20.33060  -0.85
C -17.85875 6.86151 -18.98277  -0.07
O -17.79950 7.73179 -17.82720  -0.46
C -18.19493 7.03132 -16.64237  0.20
H -21.96004 11.59197 -19.15890  0.18
H -22.76988 10.44097 -20.34772  0.33
H -22.06566 12.00169 -20.92941  0.34
H -20.29375 11.01056 -22.19809  0.43
H -21.21079 9.52832 -22.01256  0.40
H -18.30560 9.97662 -21.45286  0.38
H -19.17556 8.74104 -22.48343  0.35
H -19.56424 8.74255 -19.65888  -0.37
H -17.15800 8.42173 -20.18222  0.38
H -17.71138 7.03640 -21.22348  0.41
H -17.03991 6.14267 -19.01246  0.24
H -18.76652 6.26898 -18.86896  0.11
H -18.11762 7.72035 -15.80133  0.33
H -17.54629 6.16796 -16.49422  -0.16
H -19.23637 6.76079 -16.81654  0.00
C -19.93799 9.90955 -17.09090  0.21
O -20.67230 9.16909 -16.15467  -0.38
C -21.94526 8.73367 -16.55588  -0.19
C -22.61745 7.95887 -15.46190  -1.07
N -21.78677 6.78946 -15.20308  0.02
C -22.03144 6.06808 -13.95499  -1.70
C -20.91244 5.07583 -13.62408  0.93
O -19.74090 5.73026 -13.32456  -0.54
C -18.63400 4.90250 -12.89559  -0.06
H -20.48272 10.82322 -17.32881  0.39
H -19.73977 9.41923 -18.04400  -0.23
H -18.89612 9.99878 -16.78329  0.30
H -21.83736 8.07932 -17.42091  0.11
H -22.52908 9.62991 -16.76569  0.52
H -23.63578 7.63645 -15.67903  0.37
H -22.69550 8.51343 -14.52677  0.48
H -20.87217 7.19593 -15.06749  0.09
H -22.93492 5.50198 -14.18156  0.54
H -22.30700 6.72243 -13.12794  0.46
H -20.79447 4.37134 -14.44741  -0.61
H -21.34349 4.47862 -12.82056  0.45
H -18.67767 3.82787 -13.07262  -0.03
H -18.50095 5.11143 -11.83411  0.42
H -17.73988 5.28795 -13.38557  0.00
C -20.94185 -3.81694 -14.68079  -0.77
O -20.06425 -3.10493 -13.77418  -0.38
C -19.36952 -2.00305 -14.35643  -0.08
C -18.42267 -1.31665 -13.36160  0.05
N -17.32394 -2.16663 -12.95318  -0.37
C -16.44794 -1.51641 -11.93472  1.09
C -15.03462 -2.19600 -11.75253  -1.09
O -15.10394 -3.11509 -10.68531  -0.35
C -14.04788 -3.98500 -10.64525  -0.77
H -21.71516 -3.16677 -15.08987  0.25
H -21.26132 -4.72010 -14.16085  0.29
H -20.43550 -4.25185 -15.54251  0.33
H -20.15339 -1.25913 -14.49874  -0.19
H -18.82739 -2.20417 -15.28042  0.44
H -18.99913 -1.00393 -12.49096  0.13
H -18.05451 -0.35644 -13.72292  -0.20
H -17.89049 -2.85216 -12.47445  0.36
H -16.97528 -1.48445 -10.98131  0.51
H -16.17429 -0.50798 -12.24500  -1.07
H -14.19942 -1.49566 -11.74607  0.46
H -14.80885 -2.74606 -12.66608  0.42
H -14.31469 -4.94143 -10.19565  0.28
H -13.23268 -3.67084 -9.99344  0.28
H -13.63966 -4.29443 -11.60738  0.32
C -16.31489 1.43479 -23.09982  -1.37
C -15.19214 1.40112 -22.07759  0.15
C -15.81699 1.47297 -20.59581  -0.07
O -16.34610 0.19936 -20.29169  -0.49
C -16.88716 0.02932 -18.92045  -0.40
N -14.58436 0.14543 -22.34116  -0.80
H -17.05657 0.72199 -22.73938  0.25
H -16.03427 1.22692 -24.13236  0.39
H -16.86741 2.36911 -23.00044  0.34
H -14.54771 2.27465 -22.17634  0.47
H -16.59898 2.20089 -20.37967  0.24
H -14.97136 1.72929 -19.95759  0.01
H -17.41232 -0.88970 -18.66021  0.41
H -17.57471 0.84064 -18.68140  -0.06
H -16.11064 0.12871 -18.16200  0.24
H -15.24429 -0.54378 -22.01013  0.36
H -13.84188 0.08544 -21.65908  0.30
C -15.24705 4.85702 -14.72016  0.52
C -13.88871 5.19070 -14.15194  0.39
C -13.07017 6.13177 -15.03608  -0.97
O -11.82067 6.57841 -14.40632  -0.36
C -11.14176 7.65391 -15.03752  -0.80
N -14.10207 5.73233 -12.81144  -0.51
H -15.84266 5.76421 -14.82183  0.54
H -15.76385 4.05890 -14.18722  -0.80
H -15.03105 4.45588 -15.71039  -0.36
H -13.36440 4.23991 -14.05613  0.09
H -13.66240 6.97553 -15.39026  0.39
H -12.70671 5.72998 -15.98190  0.46
H -11.82265 8.48406 -15.22556  0.32
H -10.56862 7.33667 -15.90869  0.28
H -10.50515 8.15764 -14.31014  0.28
H -14.71713 6.53189 -12.86120  0.23
H -13.22275 6.05595 -12.43436  0.28
C -17.09908 2.15841 -11.65727  -1.08
C -16.33052 3.25054 -10.91528  0.92
C -16.48114 3.34700 -9.32637  -0.68
O -15.59618 4.39557 -8.76503  -0.42
C -16.11918 5.73681 -8.92443  -0.58
N -14.93220 3.11349 -11.19995  -0.66
H -18.14653 2.41903 -11.50555  0.52
H -16.81985 1.15802 -11.32659  0.36
H -16.88357 2.32655 -12.71246  -0.19
H -16.58527 4.20879 -11.36802  -0.28
H -16.27310 2.39324 -8.84144  0.32
H -17.54601 3.49017 -9.14285  0.44
H -16.73365 6.01137 -8.06702  0.29
H -16.57564 5.90265 -9.90026  0.12
H -15.28339 6.42577 -9.04642  0.30
H -14.57803 3.59611 -10.38647  0.47
H -14.66555 3.83126 -11.85860  0.06
C -25.00732 0.06832 -19.57247  -1.46
C -23.60423 0.17978 -20.03343  0.74
C -22.53746 -0.32985 -19.04597  -0.83
O -22.19603 0.59117 -18.07973  -0.28
C -21.03232 0.16403 -17.29511  -0.32
N -23.52987 -0.39641 -21.36488  -0.73
H -25.23927 -0.95395 -19.27368  0.30
H -25.70902 0.38895 -20.34247  0.44
H -25.18641 0.67526 -18.68497  0.31
H -23.35397 1.22769 -20.19884  -0.06
H -21.64148 -0.52051 -19.63672  0.43
H -22.84231 -1.24013 -18.52967  0.36
H -20.06376 0.38517 -17.74352  0.24
H -21.09792 -0.91801 -17.18124  0.54
H -21.01437 0.45667 -16.24527  -0.38
H -24.37770 -0.16407 -21.86217  0.26
H -23.49325 -1.40506 -21.32758  0.25

E_HOMO ... -8.66 eV
Total energy ... -98249.7373 eV
Frontier orbital gap ... 8.97 eV
SMILES ... COC[C@H](C)N.COC[C@H](C)N.COC[C@H](C)N.COC[C@H](C)N.COCCNCCOC.COCCNCCOC.COCCNCCOC.NC(N)=O.NC(N)=O.NC(N)=O.NC(N)=O.NC(N)=O
LUMO level ... 0.0117 Ha
Relative energy (zero: lowest compared OMol25 entry of this formula, charge and spin) ... 99.43 kcal per mole

---

Entry 4:
Below is 2 unconnected molecules or ions with the total composition C20H36NO2Si in a non-equilibrium geometry, with properties calculated with ωB97M-V/def2-TZVPD.

Each line ends with the Mulliken charge.
Cartesian coordinates (Å):
C -5.35448 0.78049 1.04979  -1.30
C -4.05767 0.13929 1.52391  -0.05
C -3.08025 1.15367 2.11801  -0.73
C -1.71202 0.62580 2.47061  -0.41
O -1.41607 -0.32124 1.39145  -0.02
C -0.18739 -0.78640 1.25813  0.66
C -0.01756 -1.78466 0.33389  -1.55
O 0.75779 -0.12494 1.91324  -0.14
Si 2.37761 0.10365 1.32491  -0.15
C 2.59440 -0.50744 -0.41090  -0.90
C 2.49440 1.95319 1.39380  -1.11
C 3.56889 -0.78436 2.52077  1.92
C 4.17979 -2.01225 1.82918  -1.75
C 2.83815 -1.23359 3.79721  -1.65
C 4.68882 0.19870 2.89161  -1.77
H -5.97333 0.02909 0.55648  0.38
H -5.91918 1.19708 1.88846  0.33
H -5.16307 1.57855 0.32553  0.30
H -4.26951 -0.63076 2.27678  0.25
H -3.57111 -0.35878 0.67965  0.16
H -2.94352 1.97501 1.40181  0.21
H -3.51441 1.60220 3.01995  0.42
H -0.96767 1.43165 2.47477  0.27
H -1.70252 0.07235 3.41939  0.34
H 0.88688 -2.37405 0.40323  0.34
H -0.93283 -2.21979 -0.04914  0.48
H 3.55551 -0.11357 -0.77337  0.54
H 2.62846 -1.59963 -0.49718  0.39
H 1.80753 -0.13312 -1.07612  0.20
H 3.45906 2.29004 0.98793  0.38
H 1.69990 2.40798 0.78445  0.29
H 2.39628 2.32823 2.42185  0.30
H 4.75060 -1.73880 0.93289  0.35
H 4.87004 -2.51279 2.52303  0.49
H 3.41560 -2.74631 1.54033  0.34
H 2.39474 -0.39074 4.34256  0.35
H 2.05283 -1.97148 3.58735  0.34
H 3.55983 -1.71570 4.47347  0.47
H 4.30908 1.07227 3.43534  0.35
H 5.41714 -0.30548 3.54246  0.46
H 5.23150 0.55589 2.00677  0.36
C -1.12343 2.36418 -2.41413  -1.10
N -0.94688 0.91542 -2.47585  0.35
C -1.26380 0.20694 -3.64951  0.96
C -2.18257 0.74637 -4.57193  -0.52
C -2.55206 -0.00494 -5.69139  -0.73
C -1.97163 -1.26156 -5.92148  -0.47
C -1.02828 -1.77702 -5.02154  -0.69
C -0.68143 -1.05407 -3.87557  -0.27
C -0.50577 0.30068 -1.37847  -0.41
H -1.15237 2.76046 -3.43186  0.48
H -2.04849 2.62607 -1.88224  0.37
H -0.27333 2.79808 -1.87802  0.36
H -2.61535 1.73093 -4.39107  0.42
H -3.28961 0.40186 -6.38430  0.39
H -2.24728 -1.83800 -6.80414  0.39
H -0.54364 -2.74053 -5.20441  0.39
H 0.06011 -1.45071 -3.17810  0.44
H -0.46464 -0.78579 -1.37678  0.20
H -0.32175 0.93237 -0.50347  0.28

E_HOMO ... -11.07 eV
Total energy ... -34780.5617 eV
Frontier orbital gap ... 6.57 eV
LUMO level ... -0.1652 Ha
Net charge ... +1